No. 1
Here is a molecular structure, C30H26BrF4IrNO4P from OMol25. Energies are from the ωB97M-V functional and the def2-TZVPD basis.

Last column: natural (NBO) charge in e.
Element x y z (Å)
Ir  -0.87469  -0.28527  -0.46928  0.999
F  -3.88479  6.45923  -0.17398  -0.244
C  -3.02639  5.46053  -0.15538  0.332
C  -1.70889  5.66763  0.25372  0.293
F  -1.30109  6.87043  0.61462  -0.250
C  -0.82299  4.59363  0.26482  0.415
F  0.44191  4.81563  0.61892  -0.293
C  -1.20349  3.30553  -0.10718  -0.466
P  0.03951  1.93783  -0.08558  1.258
C  1.01031  2.30713  1.38292  -0.440
C  2.40161  2.30253  1.41022  -0.167
C  3.06751  2.63383  2.57622  -0.197
C  2.34721  2.96933  3.71362  -0.142
C  0.95921  2.92943  3.69942  -0.215
C  0.28871  2.57973  2.54662  -0.118
C  0.92201  2.26733  -1.63458  -0.426
C  0.57571  1.45063  -2.71258  -0.118
C  1.15971  1.64153  -3.94708  -0.217
C  2.10471  2.64603  -4.10708  -0.160
C  2.46041  3.45083  -3.03608  -0.175
C  1.86731  3.27393  -1.79648  -0.203
C  -2.51349  3.12803  -0.54508  -0.123
Br  -3.10309  1.44233  -1.20488  0.276
C  -3.41699  4.18503  -0.56828  0.314
F  -4.65339  3.98623  -0.99528  -0.268
H  2.94901  2.07983  0.51062  0.225
H  4.14821  2.64293  2.59622  0.239
H  2.86741  3.26693  4.61012  0.241
H  0.40051  3.18143  4.58692  0.239
H  -0.79189  2.55123  2.53332  0.211
H  -0.16489  0.65183  -2.56718  0.180
H  0.88321  1.02213  -4.78618  0.239
H  2.56571  2.79843  -5.06948  0.241
H  3.19641  4.22863  -3.16768  0.241
H  2.12801  3.91713  -0.97048  0.239
C  0.50721  -7.21997  -0.17718  -0.263
O  1.76811  -6.58247  -0.08818  -0.446
C  1.84061  -5.26737  -0.18028  0.384
C  3.14311  -4.70747  -0.07428  -0.217
C  3.32091  -3.34827  -0.16318  -0.127
C  2.25341  -2.45757  -0.33778  -0.254
C  2.46731  -1.03167  -0.39828  0.621
C  3.88441  -0.54747  -0.50298  -0.709
O  1.54941  -0.19457  -0.35078  -0.660
C  0.90701  -3.00427  -0.43488  0.424
O  -0.13939  -2.30897  -0.59108  -0.624
C  0.76041  -4.41707  -0.36498  -0.334
H  0.70611  -8.28857  -0.18268  0.228
H  -0.00989  -6.93887  -1.09778  0.187
H  -0.11529  -6.97287  0.68732  0.188
H  3.98511  -5.36567  0.07652  0.252
H  4.32171  -2.96077  -0.06888  0.232
H  4.39551  -1.01067  -1.34408  0.261
H  4.42661  -0.79907  0.40752  0.258
H  3.89611  0.52743  -0.64628  0.236
H  -0.24909  -4.78997  -0.44908  0.230
C  -4.70019  -3.01857  -0.24398  -0.424
N  -4.44089  -2.48857  1.07922  -0.353
C  -5.35489  -2.78587  2.16012  -0.419
C  -3.42279  -1.67757  1.26512  0.563
O  -2.65029  -1.33357  0.35782  -0.723
H  -5.50819  -3.74207  -0.20418  0.234
H  -3.80169  -3.50537  -0.62398  0.227
H  -4.97649  -2.22107  -0.93558  0.220
H  -5.99389  -3.61857  1.88212  0.237
H  -5.99039  -1.92717  2.38072  0.222
H  -4.80129  -3.05827  3.05662  0.226
H  -3.29639  -1.29687  2.28892  0.162

Cartesian forces (eV/Å) of the 3 atoms listed first:
Ir 1.45 -0.35 1.10
F 0.15 -0.21 -0.01
C 0.25 -0.15 0.00

Summary:
* highest occupied orbital energy (alpha / beta): -13.71 / -13.32 eV
* lowest unoccupied orbital energy (alpha / beta): -7.8136 / -8.8130 eV
* net charge: +2

No. 2
Here is a molecular structure, C30H26BrF4N7O9PTi from OMol25. Energies are from the ωB97M-V functional and the def2-TZVPD basis.

Last column: Löwdin charge in e.
Element x y z (Å)
Ti  0.57724  0.37785  0.50519  0.833
N  0.83276  0.38679  2.74728  0.022
C  0.58330  -0.99237  3.22742  -0.255
C  1.21318  -1.33616  4.59106  -0.113
C  0.22052  -1.66922  5.71378  -0.157
C  -0.21715  -3.13316  5.71624  -0.141
N  -0.77778  -3.56603  4.43781  0.101
C  -2.02468  -3.37808  4.03837  -0.435
N  -2.98324  -2.99106  4.88872  0.223
N  -2.33354  -3.58501  2.75466  0.223
C  0.98181  -1.94979  2.08554  -0.547
O  0.87281  -3.15441  2.22885  0.077
O  1.35674  -1.35782  0.99607  -0.142
H  1.77564  0.66971  3.00255  0.099
H  0.21800  1.04970  3.21185  0.128
H  -0.50581  -1.08894  3.29452  0.141
H  1.82055  -0.48486  4.90444  0.124
H  1.90630  -2.17194  4.46677  0.133
H  -0.65170  -1.00952  5.65456  0.118
H  0.69366  -1.47333  6.67662  0.126
H  -0.91997  -3.33674  6.52473  0.122
H  0.64534  -3.77231  5.90059  0.139
H  -0.10119  -3.71199  3.68676  0.115
H  -2.80796  -2.99488  5.87893  0.119
H  -3.94799  -3.03655  4.60637  0.134
H  -1.59883  -3.79465  2.09591  0.124
H  -3.25408  -3.39051  2.40159  0.127
F  3.98627  5.35420  -3.05497  0.185
C  3.44925  4.17284  -2.84138  -0.119
C  2.86982  3.47019  -3.87943  -0.119
F  2.85958  3.98089  -5.09397  0.176
C  2.30439  2.22275  -3.64143  -0.191
F  1.80062  1.57894  -4.68526  0.140
C  2.27442  1.66239  -2.37017  -0.306
P  1.38357  0.12184  -1.97783  1.070
C  2.55004  -1.22927  -2.20263  -0.368
C  3.87781  -1.01298  -2.55547  -0.064
C  4.74078  -2.09390  -2.68157  -0.051
C  4.27680  -3.38091  -2.46412  -0.048
C  2.94854  -3.59847  -2.11181  -0.052
C  2.08762  -2.52683  -1.97231  -0.107
C  0.03745  -0.05223  -3.16882  -0.361
C  -1.06250  0.79007  -3.01201  -0.093
C  -2.12334  0.71421  -3.89864  -0.057
C  -2.09651  -0.21893  -4.92829  -0.048
C  -1.00771  -1.06555  -5.07581  -0.043
C  0.06721  -0.98143  -4.20138  -0.065
C  2.88968  2.39247  -1.35213  -0.532
Br  2.99009  1.71716  0.42308  1.001
C  3.47080  3.62122  -1.56673  -0.255
F  4.03881  4.29606  -0.57897  0.117
H  4.24142  -0.00999  -2.74199  0.108
H  5.77246  -1.92669  -2.95886  0.117
H  4.94925  -4.22141  -2.56987  0.117
H  2.59110  -4.60498  -1.94271  0.116
H  1.05525  -2.69558  -1.68629  0.114
H  -1.05866  1.53916  -2.22732  0.082
H  -2.96772  1.38426  -3.79948  0.111
H  -2.92624  -0.28150  -5.61924  0.118
H  -0.98995  -1.78581  -5.88232  0.119
H  0.92350  -1.63195  -4.32472  0.114
O  -5.74441  4.57763  -1.17705  0.129
N  -5.57946  3.49911  -0.65714  -0.343
O  -6.43141  2.67716  -0.40297  0.114
C  -4.17843  3.10775  -0.38157  -0.093
C  -3.15150  4.00009  -0.68657  0.133
C  -1.85547  3.62415  -0.45319  -0.041
C  -1.51185  2.38502  0.13345  -0.244
O  -0.29513  2.07925  0.46086  -0.158
C  -2.60338  1.51031  0.36997  -0.051
C  -3.93287  1.87294  0.14057  0.116
N  -2.35280  0.18712  0.82917  -0.240
O  -1.20197  -0.30722  0.66553  -0.076
O  -3.22856  -0.47154  1.33273  0.152
N  -0.77833  4.53941  -0.86025  -0.325
O  0.15628  4.03358  -1.45381  0.105
O  -0.95781  5.71667  -0.68099  0.155
H  -3.38060  4.96997  -1.11112  0.155
H  -4.75009  1.19366  0.34009  0.147

Cartesian forces (eV/Å) of the 3 atoms listed first:
Ti 2.34 0.41 0.06
N -0.19 0.09 0.09
C -0.12 -0.04 -0.10

Summary:
* highest occupied orbital energy (alpha / beta): -13.73 / -13.77 eV
* ⟨S²⟩: 0.77
* lowest unoccupied orbital energy (alpha / beta): -7.2983 / -7.3693 eV
* net charge: +2
* multiplicity: 2

No. 3
Here is a molecular structure, C30H26BrN6O4RuS from OMol25. Energies are from the ωB97M-V functional and the def2-TZVPD basis.

Last column: natural (NBO) charge in e.
Element x y z (Å)
Ru  -0.02680  -0.39973  0.00142  0.930
O  -2.11404  1.19264  3.55574  -0.687
C  -2.43446  2.44553  3.16657  0.323
C  -2.94670  3.30781  4.13639  -0.267
C  -3.29020  4.60816  3.81872  -0.189
C  -3.13544  5.07577  2.51813  -0.260
C  -2.63923  4.21430  1.55417  -0.206
C  -2.27621  2.90269  1.85114  -0.083
C  -1.80011  1.99193  0.73148  0.258
O  -1.39789  0.74518  1.12897  -0.780
N  -0.69525  2.65570  0.03476  -0.420
N  -0.03091  1.86591  -0.80158  -0.212
C  0.65240  2.35598  -1.76330  -0.045
C  1.51494  1.51976  -2.59458  -0.107
Br  2.34371  0.12138  -1.63811  0.166
C  1.79986  1.69680  -3.88016  -0.218
C  1.15262  2.68334  -4.76819  0.014
C  -0.19007  3.03902  -4.64292  -0.237
C  -0.76175  3.96120  -5.50814  -0.196
C  0.00178  4.54560  -6.50934  -0.210
C  1.33251  4.17781  -6.66057  -0.202
C  1.89822  3.24828  -5.80317  -0.216
H  -1.71721  0.75409  2.76217  0.515
H  -3.05542  2.92482  5.14339  0.222
H  -3.67851  5.26312  4.58881  0.211
H  -3.39708  6.09372  2.26217  0.211
H  -2.55693  4.57349  0.53158  0.190
H  -2.63438  1.90507  0.00651  0.128
H  -0.78234  3.63340  -0.21159  0.367
H  0.64906  3.42758  -1.96596  0.195
H  2.56623  1.07555  -4.32891  0.229
H  -0.80304  2.56313  -3.88667  0.212
H  -1.80963  4.21365  -5.40848  0.215
H  -0.44124  5.27146  -7.17895  0.217
H  1.92774  4.61292  -7.45299  0.218
H  2.93668  2.96271  -5.92409  0.215
N  1.51494  -1.89830  3.82772  -0.782
C  0.82634  -1.52796  2.72407  0.294
S  1.54543  -0.29089  1.75272  -0.097
N  -0.31226  -2.10853  2.51132  -0.430
N  -0.90010  -1.74836  1.33338  -0.134
C  -2.16151  -1.94690  1.20323  0.208
C  -3.04399  -2.47206  2.27272  -0.125
C  -4.20180  -1.76101  2.57456  -0.176
C  -5.02503  -2.17035  3.61361  -0.214
C  -4.70472  -3.30321  4.34595  -0.195
C  -3.56564  -4.03349  4.02796  -0.236
C  -2.73248  -3.61640  3.00267  -0.098
C  -2.73021  -1.57284  -0.10157  0.281
C  -3.93947  -2.05392  -0.57126  -0.226
C  -4.37190  -1.66387  -1.82726  -0.139
C  -3.58654  -0.81042  -2.58012  -0.228
C  -2.38182  -0.39103  -2.04760  0.093
N  -1.98251  -0.75563  -0.83244  -0.426
H  2.29414  -1.34722  4.13486  0.405
H  1.08110  -2.54472  4.46304  0.404
H  -4.44567  -0.86710  2.01241  0.221
H  -5.91370  -1.60016  3.85107  0.217
H  -5.34085  -3.61885  5.16301  0.215
H  -3.32289  -4.93065  4.58284  0.215
H  -1.84721  -4.18347  2.75321  0.221
H  -4.51474  -2.73656  0.03675  0.240
H  -5.31274  -2.03114  -2.21546  0.224
H  -3.88503  -0.48820  -3.56748  0.226
H  -1.71348  0.25503  -2.60112  0.206
O  -1.35156  -3.15947  -2.07213  -0.667
C  -0.27746  -3.10401  -1.50702  0.657
O  0.38462  -2.04915  -1.13317  -0.737
H  0.26551  -4.03872  -1.29160  0.083

Cartesian forces (eV/Å) of the 3 atoms listed first:
Ru -4.17 -0.58 2.71
O 0.02 0.07 -0.13
C 0.09 -0.04 0.03

Summary:
* highest occupied orbital energy (alpha / beta): -7.82 / -7.71 eV
* ⟨S²⟩: 0.76
* lowest unoccupied orbital energy (alpha / beta): -0.3684 / -0.5335 eV
* net charge: 0
* multiplicity: 2

No. 4
Here is a molecular structure, C30H26BrN6O4RuS from OMol25. Energies are from the ωB97M-V functional and the def2-TZVPD basis.

Last column: natural (NBO) charge in e.
Element x y z (Å)
Ru  -0.43864  1.09795  1.06878  0.965
O  3.19286  5.32217  2.59529  -0.676
C  2.57425  5.64679  1.42625  0.394
C  2.71448  6.90586  0.84990  -0.315
C  2.07492  7.21212  -0.33871  -0.183
C  1.28006  6.26476  -0.96468  -0.247
C  1.13311  5.01443  -0.38637  -0.170
C  1.78316  4.68812  0.79599  -0.150
C  1.57549  3.30181  1.38095  0.237
O  0.26377  2.94199  1.33554  -0.687
N  2.40053  2.34576  0.61526  -0.432
N  2.04576  1.06877  0.80007  -0.213
C  2.42595  0.17183  -0.04244  -0.026
C  2.24659  -1.24905  0.15513  -0.098
Br  1.41121  -1.75168  1.80156  0.091
C  2.60093  -2.18401  -0.73364  -0.217
C  2.47736  -3.63913  -0.54359  0.011
C  3.13718  -4.27933  0.50347  -0.200
C  3.02350  -5.64943  0.67191  -0.210
C  2.22403  -6.39349  -0.18303  -0.206
C  1.55635  -5.76410  -1.22300  -0.207
C  1.69302  -4.39828  -1.40902  -0.224
H  3.61311  6.10520  2.96301  0.481
H  3.32443  7.65455  1.34434  0.205
H  2.17864  8.20554  -0.75477  0.215
H  0.77437  6.50687  -1.88956  0.213
H  0.47447  4.27633  -0.82399  0.217
H  1.94772  3.28011  2.41749  0.187
H  2.61765  2.62842  -0.33772  0.352
H  2.93453  0.46045  -0.96664  0.179
H  3.00274  -1.83764  -1.68221  0.219
H  3.76298  -3.70384  1.17204  0.220
H  3.55509  -6.13369  1.48053  0.216
H  2.13169  -7.46324  -0.05134  0.215
H  0.92277  -6.33353  -1.89021  0.214
H  1.17130  -3.90797  -2.22203  0.207
N  -2.38985  -1.14797  4.25702  -0.774
C  -1.85816  -0.61815  3.13830  0.324
S  -0.88107  0.83992  3.34559  -0.017
N  -2.10205  -1.15933  1.98427  -0.442
N  -1.58952  -0.54683  0.91669  -0.157
C  -1.88733  -0.99968  -0.28922  0.189
C  -2.71174  -2.19802  -0.51563  -0.018
C  -2.32215  -3.13166  -1.48105  -0.229
C  -3.10165  -4.24347  -1.74750  -0.209
C  -4.28551  -4.44653  -1.05456  -0.203
C  -4.66990  -3.54023  -0.07742  -0.213
C  -3.89120  -2.42839  0.19519  -0.183
C  -1.35937  -0.21179  -1.37063  0.182
C  -1.73634  -0.36036  -2.71758  -0.229
C  -1.22522  0.48042  -3.67411  -0.148
C  -0.32382  1.47656  -3.29650  -0.248
C  -0.01278  1.59178  -1.96111  0.063
N  -0.50995  0.79317  -1.01959  -0.429
H  -2.06605  -0.79437  5.13902  0.409
H  -2.78082  -2.07390  4.21362  0.401
H  -1.38274  -2.99631  -2.00121  0.211
H  -2.77852  -4.96099  -2.49064  0.212
H  -4.90637  -5.30503  -1.27327  0.214
H  -5.58565  -3.69869  0.47618  0.216
H  -4.20350  -1.72363  0.94897  0.239
H  -2.46032  -1.11801  -2.97433  0.242
H  -1.53087  0.39520  -4.70782  0.226
H  0.09773  2.15945  -4.01905  0.229
H  0.67078  2.35863  -1.61938  0.206
O  -3.00595  2.43053  2.88220  -0.679
C  -2.98525  2.78576  1.70257  0.655
O  -2.40454  2.30928  0.68051  -0.689
H  -3.62765  3.67125  1.47592  0.072

Cartesian forces (eV/Å) of the 3 atoms listed first:
Ru -1.92 3.50 0.38
O -0.01 -0.12 0.03
C -0.07 0.08 -0.29

Summary:
* highest occupied orbital energy (alpha / beta): -6.97 / -6.90 eV
* ⟨S²⟩: 0.76
* lowest unoccupied orbital energy (alpha / beta): -0.7951 / -0.8077 eV
* net charge: 0
* multiplicity: 2